103
Properties=species:S:1:pos:R:3 method="wB97M-V/def2-TZVPD" e_above_lowest_kj_mol=269.7 charge=-1 homo_lumo_gap_ev="3.81 / 3.81" homo_ev="-3.2 / -3.2"
Rh 2.2728 0.6447 0.1989
N 1.7647 2.3985 0.6692
S -0.6047 2.3419 -0.0858
N -1.8206 2.0705 -1.2008
S -1.9774 0.6398 -1.8018
N -2.1518 -0.5148 -0.7434
S -0.7657 -1.0028 0.0219
N 0.3107 -0.0116 -0.1513
C -1.3886 -1.4461 1.6689
C -2.7546 -1.4449 1.8976
C -3.2482 -1.8999 3.1072
C -2.3779 -2.3630 4.0819
C -1.0106 -2.3601 3.8462
C -0.5089 -1.9004 2.6403
C -0.5564 -2.6578 -0.6799
C 0.6369 -3.0988 -1.2178
C 0.6996 -4.3541 -1.8022
C -0.4374 -5.1438 -1.8567
C -1.6306 -4.6942 -1.3108
C -1.6917 -3.4497 -0.7135
C -3.4657 0.7051 -2.7335
C -3.4148 0.6897 -4.1345
C -4.5860 0.7491 -4.8557
C -5.8163 0.8185 -4.2024
C -5.8589 0.8409 -2.8078
C -4.6977 0.7914 -2.0721
C -0.6463 0.1813 -2.9064
C 0.3532 1.0980 -3.1919
C 1.5524 0.6546 -3.7157
C 1.7282 -0.6937 -3.9932
C 0.6800 -1.5857 -3.8170
C -0.5098 -1.1553 -3.2578
C -1.5167 2.0301 1.4261
C -0.8662 1.4052 2.4746
C -1.5589 1.1442 3.6443
C -2.8925 1.5011 3.7479
C -3.5340 2.1423 2.6973
C -2.8450 2.4124 1.5290
C -0.7406 4.1366 0.0262
C -0.2479 4.7498 1.1703
C -0.2352 6.1334 1.2478
C -0.7175 6.8877 0.1891
C -1.2105 6.2677 -0.9471
C -1.2110 4.8861 -1.0374
H -3.4117 -1.0815 1.1239
H -4.3138 -1.8991 3.2877
H -2.7664 -2.7302 5.0217
H -0.3318 -2.7293 4.6005
H 0.5556 -1.8799 2.4608
H 1.5008 -2.4544 -1.2000
H 1.6319 -4.7141 -2.2126
H -0.3907 -6.1125 -2.3294
H -2.5151 -5.3119 -1.3489
H -2.6084 -3.0668 -0.2964
H -2.4598 0.6330 -4.6366
H -4.5501 0.7374 -5.9355
H -6.7307 0.8615 -4.7740
H -6.8096 0.8948 -2.2982
H -4.7019 0.8145 -0.9939
H 0.1777 2.1438 -2.9786
H 2.3559 1.3563 -3.8892
H 2.6821 -1.0506 -4.3469
H 0.7998 -2.6281 -4.0754
H -1.3206 -1.8431 -3.0632
H 0.1774 1.1340 2.3673
H -1.0592 0.6618 4.4713
H -3.4326 1.2854 4.6578
H -4.5669 2.4477 2.8003
H -3.3194 2.9189 0.7010
H 0.1311 4.1555 1.9894
H 0.1759 6.6146 2.1250
H -0.6865 7.9637 0.2424
H -1.5660 6.8583 -1.7780
H -1.5865 4.3778 -1.9121
N 5.8672 2.8903 1.9631
C 4.7770 2.1375 1.8232
N 3.8842 2.0877 2.8103
S 4.5752 1.1997 0.4176
H 5.8576 3.6557 2.6249
H 6.4553 3.0022 1.1470
H 3.8505 2.8452 3.4844
H 3.0346 1.5589 2.6331
Se 5.6877 4.8129 -0.7799
Sb 3.2855 4.7838 -0.1220
Se 2.1077 2.6411 -1.0190
Se 3.3080 5.4334 2.2637
Se 2.2893 6.6257 -1.5204
O 2.5000 -1.0621 1.8780
C 2.8684 -1.7882 0.9215
O 2.9448 -1.3430 -0.2553
C 3.1594 -3.2287 1.1686
C 3.0850 -3.7521 2.4616
C 3.2993 -5.1075 2.6745
C 3.5611 -5.9494 1.6138
C 3.6187 -5.4268 0.3156
C 3.4445 -4.0600 0.1018
N 3.8234 -6.2889 -0.7760
O 3.6569 -5.8351 -1.9215
O 4.1247 -7.4707 -0.5503
H 2.8693 -3.0815 3.2806
H 3.2487 -5.5116 3.6764
H 3.7206 -7.0088 1.7445
H 3.5364 -3.6565 -0.8928

=====

97
Properties=species:S:1:pos:R:3 method="wB97M-V/def2-TZVPD" e_above_lowest_kj_mol=62.0 charge=-1 homo_lumo_gap_ev=6.22 homo_ev=-4.4
Cs -1.1789 -1.1219 1.1104
C -4.4762 0.1941 1.9088
C -3.6260 0.9034 2.9193
N -2.3573 0.6797 3.0966
C -1.8569 1.4014 4.1424
C -2.7532 2.2219 4.7598
S -4.2794 2.0581 4.0104
C -0.4541 1.1798 4.5347
C 0.1314 1.6462 5.6733
S 1.7520 1.1102 5.7553
C 1.5412 0.2892 4.2633
N 0.3635 0.4094 3.7373
C 2.6399 -0.4707 3.5984
H -3.9783 0.1260 0.9401
H -5.4151 0.7254 1.7620
H -4.6653 -0.8203 2.2656
H -2.5897 2.8808 5.5925
H -0.3181 2.2347 6.4511
H 3.4504 0.1962 3.3021
H 2.2295 -0.9452 2.7090
H 3.0446 -1.2449 4.2494
C -1.3906 -4.9481 -0.2791
C -2.3808 -4.1651 -1.0872
C -3.4123 -4.7841 -1.8266
C -4.3258 -4.0127 -2.4769
C -4.2352 -2.6032 -2.4160
C -5.1785 -1.7187 -2.9956
Br -6.6603 -2.3932 -3.9780
C -5.0413 -0.3703 -2.8432
C -3.9545 0.1633 -2.1418
Br -3.8343 2.0429 -1.9667
C -2.9287 -0.6140 -1.5937
O -1.9120 -0.1525 -0.9998
C -3.1373 -2.0674 -1.7135
N -2.2411 -2.8596 -1.0693
H -1.4250 -6.0141 -0.5029
H -1.6010 -4.8041 0.7826
H -0.3878 -4.5729 -0.4809
H -3.4756 -5.8648 -1.8483
H -5.1364 -4.4655 -3.0336
H -5.7719 0.3020 -3.2714
O 3.5557 -6.3537 3.1005
C 2.7316 -5.3262 2.7618
C 1.6365 -4.9594 3.5368
C 0.8525 -3.9077 3.1063
N 1.0977 -3.2286 1.9820
C 2.1428 -3.5960 1.2787
Br 2.4608 -2.5963 -0.3102
C 3.0113 -4.6305 1.5946
H 3.2298 -6.7631 3.9090
H 1.3847 -5.4898 4.4447
H -0.0321 -3.6024 3.6525
H 3.8533 -4.8925 0.9746
I -2.9623 -3.3027 3.2832
C 0.3011 -1.0327 -2.9876
C 1.7308 -0.6150 -2.8680
C 2.6904 -1.3588 -3.5497
C 4.0419 -1.0802 -3.4356
C 4.4541 -0.0364 -2.6275
C 3.5080 0.7129 -1.9468
C 2.1476 0.4565 -2.0619
Sb 0.7670 1.4047 -0.6924
C -0.2658 2.9846 -1.7156
C -0.8658 3.8243 -0.7779
C -1.6066 4.9293 -1.1565
C -1.7651 5.2055 -2.5058
C -1.1834 4.3739 -3.4430
C -0.4353 3.2594 -3.0702
C 0.1445 2.3978 -4.1511
C 2.2267 2.7276 0.1856
C 2.4428 2.4839 1.5368
C 3.3407 3.2337 2.2856
C 4.0370 4.2570 1.6699
C 3.8217 4.5232 0.3266
C 2.9218 3.7821 -0.4291
C 2.7218 4.1388 -1.8726
H 0.1250 -1.5226 -3.9457
H -0.3939 -0.2022 -2.9021
H 0.0184 -1.7269 -2.1918
H 2.3645 -2.1861 -4.1682
H 4.7659 -1.6849 -3.9664
H 5.5052 0.1960 -2.5240
H 3.8497 1.5204 -1.3113
H -0.7631 3.6164 0.2823
H -2.0618 5.5582 -0.4043
H -2.3427 6.0632 -2.8272
H -1.3101 4.5882 -4.4972
H 0.3440 2.9850 -5.0484
H -0.5577 1.6085 -4.4220
H 1.0721 1.9211 -3.8461
H 1.8836 1.6947 2.0280
H 3.4828 3.0197 3.3384
H 4.7461 4.8509 2.2343
H 4.3635 5.3333 -0.1493
H 3.5441 4.7607 -2.2304
H 1.7876 4.6829 -2.0161
H 2.6655 3.2494 -2.5003